Entry 1:
This record from OMol25 describes a molecular structure, C16H20AsIN4O5ReS2. The level of theory is ωB97M-V/def2-TZVPD.

```
50
Properties=species:S:1:pos:R:3
Re -0.026 0.592 0.767
N 3.973 -1.008 1.960
C 2.798 -0.662 1.401
S 2.031 0.780 1.947
N 2.325 -1.441 0.463
N 1.141 -0.993 -0.033
C 0.708 -1.589 -1.100
C 1.423 -2.703 -1.761
C 1.547 -3.938 -1.133
C 2.190 -4.979 -1.780
C 2.722 -4.790 -3.050
C 2.608 -3.558 -3.674
C 1.954 -2.515 -3.033
C -0.543 -1.076 -1.654
C -1.201 -1.674 -2.720
C -2.392 -1.129 -3.163
C -2.894 -0.002 -2.534
C -2.190 0.546 -1.478
N -1.038 0.024 -1.054
H 4.406 -0.410 2.637
H 4.481 -1.785 1.577
H 1.146 -4.071 -0.137
H 2.281 -5.941 -1.292
H 3.229 -5.605 -3.551
H 3.030 -3.405 -4.659
H 1.865 -1.547 -3.512
H -0.777 -2.558 -3.173
H -2.925 -1.584 -3.987
H -3.821 0.454 -2.848
H -2.528 1.420 -0.945
I 1.289 2.279 -1.036
O -1.090 -1.122 3.995
S -1.532 -0.259 2.948
O -2.885 0.208 3.014
O -0.537 0.942 2.771
O -1.225 -0.862 1.546
C -2.671 3.243 3.174
As -1.381 3.407 1.774
C 0.355 3.775 2.483
C -1.861 4.887 0.661
O -1.446 2.093 0.711
H -3.071 4.215 3.456
H -2.184 2.765 4.021
H -3.451 2.572 2.819
H 0.333 4.780 2.908
H 1.088 3.718 1.680
H 0.573 3.039 3.252
H -1.844 5.811 1.238
H -2.854 4.724 0.249
H -1.130 4.930 -0.146
```

As for the molar mass: 800.53 g mol⁻¹. The expectation value of S² is 0.763. For the electronic energy, the calculation gives -4625.15505 Ha. The multiplicity is 2. The HOMO-LUMO gap (alpha / beta) comes out at 0.2482 / 0.2440 Eh. For the LUMO energy (alpha / beta), the calculation gives -0.84 / -0.99 eV. Its energy above the lowest of the compared OMol25 structures with the same formula, charge and spin is 3.45 kcal/mol. Its HOMO energy (alpha / beta) is -7.596 / -7.631 eV.

Okay, here come the Mulliken numbers, in e, for every atom: atom 1 (Re): -0.1180, atom 2 (N): -0.4116, atom 3 (C): 0.7390, atom 4 (S): -0.5255, atom 5 (N): -1.4659, atom 6 (N): 1.5649, atom 7 (C): 0.6682, atom 8 (C): -0.7449, atom 9 (C): -0.0536, atom 10 (C): -0.7624, atom 11 (C): -0.3736, atom 12 (C): -0.7571, atom 13 (C): 0.0815, atom 14 (C): 0.8294, atom 15 (C): -0.8937, atom 16 (C): -0.5675, atom 17 (C): -0.8612, atom 18 (C): -0.1228, atom 19 (N): 0.4224, atom 20 (H): 0.1912, atom 21 (H): 0.2271, atom 22 (H): 0.4776, atom 23 (H): 0.3943, atom 24 (H): 0.4029, atom 25 (H): 0.3912, atom 26 (H): 0.5018, atom 27 (H): 0.4909, atom 28 (H): 0.4394, atom 29 (H): 0.4447, atom 30 (H): 0.4033, atom 31 (I): -0.2137, atom 32 (O): -0.6234, atom 33 (S): 1.1142, atom 34 (O): -0.6735, atom 35 (O): -0.6803, atom 36 (O): -0.5440, atom 37 (C): -1.2606, atom 38 (As): 0.7881, atom 39 (C): -1.0336, atom 40 (C): -1.1315, atom 41 (O): -0.0630, atom 42 (H): 0.4541, atom 43 (H): 0.3319, atom 44 (H): 0.3818, atom 45 (H): 0.5143, atom 46 (H): 0.2520, atom 47 (H): 0.2690, atom 48 (H): 0.4293, atom 49 (H): 0.3648, atom 50 (H): 0.3118

Entry 2:
This record from OMol25 describes C16H20ClN3O in the gas phase at a distorted geometry. The level of theory is ωB97M-V/def2-TZVPD.

```
41
Properties=species:S:1:pos:R:3
C 1.225 -5.259 -1.573
C 0.814 -3.797 -1.440
C 0.033 -3.322 -2.667
C -0.420 -1.877 -2.479
C -1.219 -1.738 -1.178
N -0.511 -2.226 -0.007
C 0.519 -1.319 0.475
C -0.136 -0.166 1.148
N -0.607 0.912 0.600
C -1.131 1.596 1.660
C -1.752 2.939 1.525
C -0.643 3.957 1.438
C 0.069 4.094 0.252
C 1.114 4.993 0.144
C 1.466 5.775 1.231
C 0.776 5.650 2.422
C -0.267 4.742 2.524
Cl -1.092 4.606 4.039
N -0.979 0.966 2.788
O -0.331 -0.186 2.468
C -0.063 -3.592 -0.195
H 1.795 -5.578 -0.703
H 1.840 -5.403 -2.459
H 0.346 -5.894 -1.659
H 1.718 -3.186 -1.338
H 0.651 -3.411 -3.563
H -0.844 -3.962 -2.799
H 0.452 -1.220 -2.447
H -1.041 -1.561 -3.318
H -1.485 -0.693 -1.008
H -2.142 -2.321 -1.257
H 1.124 -1.843 1.218
H 1.174 -0.927 -0.318
H -2.386 3.126 2.390
H -2.344 2.960 0.610
H -0.204 3.472 -0.587
H 1.653 5.083 -0.787
H 2.279 6.481 1.155
H 1.042 6.250 3.279
H 0.470 -3.910 0.704
H -0.961 -4.210 -0.289
```

As for the molar mass: 305.81 g mol⁻¹. For the electronic energy, the calculation gives -1321.37263 Ha. The SMILES is C[C@H]1CCCN(Cc2nc(Cc3ccccc3Cl)no2)C1. The HOMO-LUMO gap comes out at 0.3462 Eh. For the LUMO energy, the calculation gives 0.84 eV. Its energy above the lowest of the compared OMol25 structures with the same formula, charge and spin is 25.07 kcal/mol. Its HOMO energy is -8.579 eV.

Okay, here come the Mulliken numbers, in e, for every atom: atom 1 (C): -1.7447, atom 2 (C): 1.0533, atom 3 (C): -0.8944, atom 4 (C): -0.5332, atom 5 (C): -0.9187, atom 6 (N): 0.0769, atom 7 (C): -0.4597, atom 8 (C): 0.3899, atom 9 (N): -0.3063, atom 10 (C): 0.8402, atom 11 (C): -1.3374, atom 12 (C): 0.0877, atom 13 (C): -0.2083, atom 14 (C): -0.7351, atom 15 (C): -0.3394, atom 16 (C): -0.5576, atom 17 (C): 0.5354, atom 18 (Cl): -0.2275, atom 19 (N): -0.5474, atom 20 (O): -0.1415, atom 21 (C): -1.3703, atom 22 (H): 0.4265, atom 23 (H): 0.4083, atom 24 (H): 0.3539, atom 25 (H): 0.1660, atom 26 (H): 0.3729, atom 27 (H): 0.2988, atom 28 (H): 0.2745, atom 29 (H): 0.3863, atom 30 (H): 0.3836, atom 31 (H): 0.3965, atom 32 (H): 0.4573, atom 33 (H): 0.2563, atom 34 (H): 0.4949, atom 35 (H): 0.3336, atom 36 (H): 0.3611, atom 37 (H): 0.3779, atom 38 (H): 0.3684, atom 39 (H): 0.4132, atom 40 (H): 0.4494, atom 41 (H): 0.3587

Entry 3:
This record from OMol25 describes a molecular structure, C16H20CrF7N2O7S2 at a distorted geometry. The level of theory is ωB97M-V/def2-TZVPD.

```
55
Properties=species:S:1:pos:R:3
Cr 0.102 -0.463 0.171
C 0.425 -0.330 4.113
O 0.917 -1.068 3.020
C 2.285 -0.982 2.774
C 2.702 0.367 2.186
O 2.134 0.505 0.897
C 2.138 1.860 0.482
C 1.628 1.943 -0.952
O 0.302 1.467 -1.054
C -0.668 2.502 -1.052
H 0.998 -0.554 5.024
H -0.609 -0.641 4.232
H 0.427 0.746 3.929
H 2.485 -1.762 2.033
H 2.874 -1.161 3.693
H 3.800 0.426 2.096
H 2.348 1.171 2.843
H 3.162 2.261 0.542
H 1.481 2.446 1.131
H 2.241 1.307 -1.599
H 1.691 2.984 -1.293
H -0.570 3.098 -1.968
H -0.564 3.150 -0.179
H -1.653 2.035 -1.010
F -2.909 -2.653 0.961
C -3.001 -1.405 1.429
F -4.189 -1.312 2.040
F -2.059 -1.234 2.339
S -2.954 -0.279 -0.079
O -1.677 -0.649 -0.717
O -4.072 -0.729 -0.856
N -3.101 1.195 0.299
S -2.122 1.702 1.617
O -2.818 1.289 2.820
O -0.840 0.957 1.422
C -1.106 3.636 2.458
F -1.633 4.583 1.629
F 0.251 3.744 2.285
F -1.339 4.050 3.718
F -0.049 -2.171 0.892
C 1.463 -1.465 -1.192
C 0.719 -1.750 -2.400
C -0.192 -2.823 -2.440
C -0.818 -3.184 -3.607
C -0.556 -2.488 -4.798
C 0.295 -1.378 -4.763
C 0.911 -1.021 -3.587
C -1.092 -2.939 -6.014
N -1.478 -3.332 -7.025
H 2.374 -0.899 -1.405
H 1.735 -2.386 -0.677
H -0.394 -3.352 -1.520
H -1.505 -4.018 -3.631
H 0.491 -0.823 -5.672
H 1.588 -0.177 -3.579
```

As for the molar mass: 601.46 g mol⁻¹. The expectation value of S² is 6.100. The charge is -1. For the electronic energy, the calculation gives -3797.77649 Ha. The multiplicity is 5. The HOMO-LUMO gap (alpha / beta) comes out at 0.2616 / 0.2823 Eh. For the LUMO energy (alpha / beta), the calculation gives 2.14 / 2.16 eV. Its HOMO energy (alpha / beta) is -4.982 / -5.522 eV.

Okay, here come the Mulliken numbers, in e, for every atom: atom 1 (Cr): 0.9916, atom 2 (C): -0.7183, atom 3 (O): -0.0701, atom 4 (C): -0.8790, atom 5 (C): -0.6076, atom 6 (O): 0.0036, atom 7 (C): -0.2246, atom 8 (C): -0.8794, atom 9 (O): 0.3695, atom 10 (C): -1.0864, atom 11 (H): 0.3929, atom 12 (H): 0.1664, atom 13 (H): 0.1736, atom 14 (H): 0.2084, atom 15 (H): 0.4833, atom 16 (H): 0.3680, atom 17 (H): 0.3964, atom 18 (H): 0.6149, atom 19 (H): 0.0351, atom 20 (H): 0.2015, atom 21 (H): 0.5851, atom 22 (H): 0.2793, atom 23 (H): 0.3799, atom 24 (H): 0.4610, atom 25 (F): -0.2436, atom 26 (C): 0.5841, atom 27 (F): -0.2704, atom 28 (F): -0.1331, atom 29 (S): 1.0369, atom 30 (O): -0.6439, atom 31 (O): -0.7225, atom 32 (N): -0.6767, atom 33 (S): 0.7605, atom 34 (O): -0.6003, atom 35 (O): -0.3054, atom 36 (C): 0.3433, atom 37 (F): -0.2816, atom 38 (F): -0.2610, atom 39 (F): -0.2760, atom 40 (F): -0.6809, atom 41 (C): -1.7554, atom 42 (C): 1.0147, atom 43 (C): -0.1261, atom 44 (C): -1.0192, atom 45 (C): 0.5359, atom 46 (C): -0.9621, atom 47 (C): -0.1727, atom 48 (C): 0.0870, atom 49 (N): -0.5923, atom 50 (H): 0.5782, atom 51 (H): 0.6527, atom 52 (H): 0.3495, atom 53 (H): 0.4296, atom 54 (H): 0.4351, atom 55 (H): 0.2705